Entry 1:
2 unconnected molecules or ions with the total composition C31H42N4O7S in a non-equilibrium geometry, computed with the ωB97M-V functional and the def2-TZVPD basis.

Geometry as XYZ:
```
85
Properties=species:S:1:pos:R:3:mulliken_charge:R:1
H 5.76434 0.11076 1.97105 0.262
N 5.61873 0.83056 2.69480 -0.652
C 4.60054 1.54203 2.34051 0.270
N 3.94192 1.18375 1.06078 -0.553
N 4.15410 2.66597 3.14088 -0.393
C 3.60820 2.20197 4.46558 -0.557
C 2.26979 2.99202 4.86437 -0.627
C 1.06667 2.08251 4.41310 -0.709
C -0.36443 2.66839 4.72200 -0.788
C -1.40026 1.85951 3.84142 0.445
C -1.11653 0.48756 3.36278 -0.322
C -2.05774 -0.26587 2.50997 0.186
C -3.36220 0.30541 2.12339 0.558
C -3.67029 1.65876 2.58861 -0.871
C -2.70794 2.43085 3.41157 -0.026
S -3.17074 4.13188 3.90037 -0.277
C -4.29678 -0.57240 1.25846 0.218
O -5.42709 -0.15711 1.05275 -0.652
C -3.80387 -1.95092 0.68463 0.325
C -4.80567 -2.68097 -0.26188 -1.518
C -4.38985 -2.69983 -1.79956 -0.796
C -3.09965 -1.87548 -2.14583 -0.344
C -3.29233 -0.30355 -2.10774 -0.642
N -1.94228 0.29706 -1.98652 0.386
C -0.75839 -0.03986 -2.63592 -0.401
C 0.40474 0.77573 -2.26581 -0.479
C -0.17821 1.73780 -1.25632 -0.700
C -1.58196 1.36481 -1.13383 -0.347
C -2.57582 -2.45222 1.05557 0.521
C -2.05963 -3.82619 0.49958 -0.144
C -1.59276 -4.84060 1.62091 -0.843
O -0.15468 -5.03920 1.44985 -0.375
C 0.49998 -5.02773 2.67387 0.739
C 1.78395 -4.13595 2.87840 -0.818
O 0.11507 -5.68428 3.61638 -0.557
C -1.64607 -1.68610 2.02397 0.089
O -0.57698 -2.11887 2.42521 -0.670
H 3.62308 0.21125 1.09793 0.277
H 4.65455 1.18678 0.32151 0.291
H 5.01752 3.16487 3.38957 0.302
H 4.37503 2.19317 5.28293 0.407
H 3.29792 1.12554 4.29711 0.292
H 2.29927 3.96486 4.30629 0.411
H 2.29334 3.09749 5.98063 0.314
H 1.15488 1.05297 4.87402 0.323
H 1.16054 1.94039 3.29201 0.306
H -0.62348 2.56419 5.81800 0.342
H -0.47762 3.76169 4.48329 0.532
H -0.17286 -0.06367 3.61550 0.387
H -4.63214 2.15206 2.29846 0.402
H -3.38274 4.09676 5.25620 0.176
H -4.85833 -3.75370 0.09834 0.389
H -5.84880 -2.28038 -0.10606 0.350
H -5.27333 -2.28955 -2.37568 0.325
H -4.25645 -3.78498 -2.08792 0.371
H -2.19249 -2.13611 -1.54507 0.242
H -2.83883 -2.12968 -3.21961 0.446
H -3.93679 0.06822 -1.27343 0.243
H -3.69119 0.02039 -3.11595 0.272
H -0.60746 -0.83046 -3.40427 0.325
H 1.45218 0.70602 -2.62387 0.416
H 0.39689 2.52572 -0.72103 0.392
H -2.27135 1.88990 -0.43615 0.356
H -2.77488 -4.32014 -0.20690 0.301
H -1.14198 -3.57955 -0.11956 0.364
H -2.07571 -5.83420 1.37836 0.338
H -1.85777 -4.50449 2.65299 0.377
H 2.01509 -3.50332 1.97868 0.226
H 1.54684 -3.44853 3.74266 0.188
H 2.67649 -4.73610 3.18848 0.375
C 2.00244 2.17152 -8.97982 -1.091
C 1.83457 2.97741 -7.70582 -0.195
O 1.88975 2.14252 -6.54223 -0.318
C 3.10438 1.69254 -6.20852 0.695
O 4.13418 1.92907 -6.78709 -0.566
O 2.97346 0.90874 -5.12923 -0.222
C 4.18897 0.27390 -4.73166 -0.716
H 1.26378 1.36793 -9.02302 0.286
H 1.88487 2.81057 -9.85662 0.358
H 2.98586 1.70319 -9.02880 0.315
H 0.84940 3.44493 -7.70304 0.292
H 2.57317 3.77932 -7.63436 0.305
H 4.98161 1.00502 -4.57037 0.340
H 4.48896 -0.45911 -5.48131 0.311
H 3.99937 -0.24519 -3.79291 0.211
```

Its spin multiplicity is 1. Its strongest force on any atom is 4.65 eV/Å. As for the energy relative to the best compared isomer or geometry (same formula, charge and spin): 0.000 eV. The value obtained for the LUMO energy is -0.04855 Ha. For the electronic energy, the calculation gives -2350.1900 Ha. Its SMILES is [H]/N=C(\N)NCCCCc1cc2c(cc1S)C(=O)C(CCCCn1cccc1)=C(CCOC(C)=O)C2=O.CCOC(=O)OC.

=====

Entry 2:
A molecular structure, C31H43AgN3O4P2, computed with the ωB97M-V functional and the def2-TZVPD basis.

Geometry as XYZ:
```
84
Properties=species:S:1:pos:R:3:mulliken_charge:R:1
Ag 0.79452 -0.00505 -0.76082 0.118
C -2.19041 3.10360 -1.99433 -1.515
C -0.80848 3.60925 -1.57458 0.404
C 0.08905 3.82824 -2.79507 -1.534
P -0.01934 2.37667 -0.45457 0.893
C 1.48279 3.27534 0.22115 0.469
C 1.40550 4.79187 0.38644 -1.613
C 1.93128 2.62624 1.53702 -1.500
C -1.16589 2.25998 0.95967 0.649
C -1.51737 3.39370 1.69864 0.124
C -2.25372 3.34092 2.87098 0.313
C -2.59214 4.58575 3.65475 -1.693
C -2.62585 2.06996 3.31702 -0.734
C -2.33005 0.93084 2.59808 -0.684
C -1.63667 0.97322 1.35864 -0.891
N -1.35253 -0.12138 0.59357 0.325
C -2.17656 -1.19825 0.48158 -0.177
C -3.54937 -1.21454 0.86647 -0.738
C -4.35673 -2.31766 0.68297 -0.941
C -3.88872 -3.49288 0.09080 0.345
C -4.78512 -4.68841 -0.13014 -1.588
C -2.57047 -3.47840 -0.33564 0.019
C -1.71987 -2.38305 -0.17732 -0.207
P -0.07432 -2.39700 -0.96201 1.139
C 0.65463 -3.97046 -0.30472 0.374
C 0.77925 -3.86883 1.21800 -1.392
C 2.02966 -4.26849 -0.91403 -1.522
C -0.47437 -2.76226 -2.74614 0.481
C 0.74013 -2.45933 -3.63645 -1.339
C -1.64578 -1.88150 -3.19165 -1.418
H -2.65640 3.80260 -2.69512 0.455
H -2.85080 2.98223 -1.13475 0.315
H -2.10853 2.13214 -2.49141 0.198
H -0.92087 4.54746 -1.02569 0.472
H 0.23653 2.88615 -3.33100 0.274
H 1.07720 4.20567 -2.52402 0.345
H -0.36851 4.54375 -3.48498 0.437
H 2.24425 3.05392 -0.53254 0.564
H 0.68936 5.07362 1.16087 0.213
H 1.13596 5.30911 -0.53631 0.345
H 2.38397 5.16962 0.70043 0.493
H 1.28080 2.93861 2.35789 0.271
H 2.95789 2.91765 1.77482 0.508
H 1.89561 1.53818 1.48423 0.085
H -1.20394 4.36998 1.33943 0.069
H -2.57366 5.46878 3.01330 0.363
H -1.88377 4.75976 4.47058 0.286
H -3.58784 4.51858 4.09909 0.402
H -3.16690 1.97565 4.25589 0.361
H -2.64020 -0.03393 2.97917 0.662
H -3.97791 -0.32142 1.29994 0.561
H -5.39635 -2.26371 0.99828 0.345
H -5.61596 -4.69306 0.57890 0.383
H -4.23666 -5.62451 -0.00285 0.357
H -5.21657 -4.69882 -1.13624 0.278
H -2.19099 -4.36225 -0.84771 0.188
H -0.03091 -4.78361 -0.55663 0.578
H 1.57955 -3.16761 1.47497 0.088
H 1.04362 -4.84118 1.64270 0.489
H -0.14545 -3.52813 1.68704 0.291
H 2.66809 -3.37977 -0.89293 0.213
H 1.95823 -4.61012 -1.94563 0.344
H 2.53035 -5.05604 -0.34258 0.434
H -0.75431 -3.81813 -2.83957 0.546
H 1.05425 -1.41848 -3.51831 0.124
H 0.48486 -2.62218 -4.68862 0.481
H 1.60677 -3.07459 -3.40504 0.250
H -1.43539 -0.82970 -2.96706 0.075
H -2.57776 -2.14489 -2.69162 0.231
H -1.78895 -1.96921 -4.27318 0.523
O 6.99088 0.00462 0.05159 -0.560
C 6.39697 -0.19473 1.20239 0.424
O 6.99466 -0.22057 2.26054 -0.668
C 4.91686 -0.41994 1.18810 0.356
C 4.22696 -0.72240 2.33561 -0.602
N 2.93817 -0.86711 1.98717 -0.162
N 2.73174 -0.68904 0.67630 0.135
C 3.92091 -0.40946 0.16487 -0.190
C 4.01926 -0.12888 -1.32705 0.478
O 5.18895 -0.10927 -1.79561 -0.890
O 2.95864 0.03910 -1.95462 -0.443
H 6.30550 0.03228 -0.72221 0.439
H 4.58457 -0.82959 3.34794 0.499
H 2.15423 -1.09522 2.57295 0.117
```

Its spin multiplicity is 1. Its strongest force on any atom is 0.52 eV/Å. As for the energy relative to the best compared isomer or geometry (same formula, charge and spin): 0.000 eV. As for the total charge: -1. The value obtained for the LUMO energy is 0.09555 Ha. For the electronic energy, the calculation gives -2502.1433 Ha.